Record 1
Entry from OMol25: a structure of composition C18H18N6OS2Tc (wB97M-V/def2-TZVPD).

```
46
Properties=species:S:1:pos:R:3:lowdin_spin:R:1
H 2.09 -3.27 4.89 0.000
C -3.34 4.76 -3.50 0.006
C 1.95 -1.12 4.65 0.000
H 1.72 0.91 3.94 0.000
H -2.98 3.43 -1.86 0.006
H 1.53 -3.68 2.65 0.000
C -2.50 2.53 -3.77 0.075
H 3.36 0.23 -1.74 0.000
O 2.80 0.54 0.24 0.155
C -1.09 0.87 -1.35 0.057
S 0.89 -1.95 0.43 -0.002
C -1.53 4.63 2.18 -0.008
N 1.35 -0.45 2.45 0.003
C 1.29 -1.74 2.06 0.013
N -1.04 0.38 0.01 0.221
Tc 0.97 0.42 0.44 0.829
C -1.50 2.44 1.19 0.025
S 0.53 1.10 -1.87 0.027
C -2.95 3.58 -2.93 0.122
C -2.85 2.57 0.82 0.089
H -2.11 1.89 -5.81 0.004
C -2.46 2.71 -5.18 0.130
N -2.08 1.37 -3.26 0.322
H 2.22 -0.86 5.66 0.000
H -3.69 5.57 -2.87 -0.003
C 3.73 0.70 -0.83 0.013
N -0.82 1.28 0.94 0.386
H -1.77 0.63 -3.89 0.004
H -2.82 4.05 -6.79 -0.003
C -2.85 3.90 -5.72 -0.001
H -3.61 5.87 -5.32 0.009
C 1.67 -0.14 3.69 0.005
C 1.89 -2.42 4.24 0.005
H 4.67 0.23 -0.53 0.004
H 0.19 3.34 2.18 0.003
N -2.21 1.03 -1.94 0.084
C -3.29 4.93 -4.89 0.206
H -4.57 3.84 0.88 -0.002
N 1.57 -2.71 2.96 0.002
H -3.36 1.74 0.34 0.004
C -3.52 3.74 1.14 -0.007
H -1.03 5.43 2.71 -0.003
C -2.86 4.76 1.81 0.120
C -0.85 3.46 1.90 0.090
H 3.90 1.76 -1.00 0.003
H -3.40 5.67 2.05 0.006
```

Properties
Orbital gap (spin up / spin down)   6.892 / 6.268 eV
Spin multiplicity   4
E   -53797.612 eV
Net charge   +2
LUMO level (spin up / spin down)   -6.77 / -7.84 eV

Record 2
Entry from OMol25: the molecule C5H7ClOS in a non-equilibrium geometry (wB97M-V/def2-TZVPD).

```
15
Properties=species:S:1:pos:R:3:lowdin_charge:R:1
H -1.93 -0.85 -1.42 0.122
C -0.02 0.25 0.90 -0.342
S -0.90 2.00 -2.38 0.701
H -0.28 -0.94 -1.99 0.112
H 0.23 -1.86 0.22 0.116
H -1.39 -1.43 0.72 0.131
C 1.48 0.45 1.16 -0.422
O -0.55 1.37 0.11 -0.071
C -0.89 -0.60 -1.17 -0.171
Cl 2.49 0.08 -0.35 0.541
C -0.78 0.94 -1.14 -0.846
H 1.87 -0.22 1.92 0.077
H -0.48 0.37 1.84 0.130
H 1.62 1.48 1.40 0.075
C -0.48 -1.03 0.21 -0.153
```

Properties
SMILES string   S=C1CC[C@@H](CCl)O1
Orbital gap   9.155 eV
E   -30703.375 eV
LUMO level   0.57 eV

Record 3
Entry from OMol25: the molecule C6H12O (wB97M-V/def2-TZVPD).

```
19
Properties=species:S:1:pos:R:3:lowdin_charge:R:1
H 1.45 0.10 -1.52 0.117
H 1.72 1.54 -0.54 0.118
H 3.59 -0.14 -0.24 0.070
H 2.41 -1.33 0.33 0.073
H 0.21 0.61 1.21 0.156
H 2.71 0.13 1.28 0.074
H -1.12 2.00 -0.27 0.116
H -2.72 0.60 0.83 0.106
C 1.51 0.46 -0.49 -0.209
C 2.63 -0.26 0.26 -0.103
O -0.19 -1.12 0.11 -0.114
C -1.03 0.94 -0.52 -0.138
H -1.95 -2.12 -0.12 0.120
H -2.97 -0.04 -0.79 0.102
C -2.22 0.10 -0.01 -0.150
C -1.57 -1.23 0.42 -0.187
H -1.71 -1.39 1.50 0.116
C 0.15 0.26 0.16 -0.387
H -0.92 0.86 -1.61 0.119
```

Properties
SMILES string   CC[C@H]1CCCO1
Orbital gap   10.870 eV
E   -8463.971 eV
LUMO level   1.20 eV

Record 4
Entry from OMol25: a cluster of 5 separate species, C26H53FN3O14 in total in a non-equilibrium geometry (wB97M-V/def2-TZVPD).

```
97
Properties=species:S:1:pos:R:3:lowdin_charge:R:1
C -3.84 5.54 -2.23 -0.035
H -3.59 -2.52 5.21 0.121
O -3.26 -4.21 -3.36 0.182
O -3.48 -1.35 6.86 0.039
H 5.63 -1.58 -1.04 0.124
H 0.23 4.15 -4.07 0.126
H -0.14 -1.96 -5.08 0.095
O -1.29 -4.49 -2.49 -0.040
O 0.08 0.01 -4.63 0.002
C -2.26 7.24 -2.36 -0.605
H -2.11 -0.34 1.39 0.089
H -0.22 -1.58 -3.35 0.088
C -1.06 -5.39 -1.40 -0.160
H 2.14 -6.79 -2.95 0.122
H -1.81 -5.19 -0.63 0.121
H 0.09 2.52 -1.49 0.068
H 0.62 -4.10 -1.13 0.099
H -4.25 1.93 8.67 0.096
H -1.60 -1.20 -4.42 0.099
H -3.05 4.79 -2.21 0.082
C -1.14 9.73 -3.76 -0.064
C 4.51 -5.18 -2.66 -0.375
C -3.02 -2.93 -1.48 0.023
H 3.71 -1.40 0.69 0.086
O -0.66 0.12 2.74 -0.018
H 4.71 -3.64 -0.28 0.171
H 1.56 3.21 -2.17 0.080
H 1.11 2.68 5.70 0.085
H -4.23 5.65 -3.24 0.101
H -1.40 8.97 -4.50 0.075
O -1.64 6.65 -3.21 0.110
O -3.71 -0.08 8.59 0.007
H -0.29 10.30 -4.13 0.081
C -1.69 -1.51 5.22 -0.065
H 1.49 3.24 4.08 0.077
C 1.36 -6.18 -1.06 -0.162
H 0.88 -7.15 -1.15 0.110
H -2.23 -2.49 -0.87 0.077
C 0.48 0.80 2.91 -0.603
H 4.34 -1.45 -2.27 0.121
O 0.99 1.51 2.09 0.117
H 0.20 -5.04 0.29 0.113
H 2.01 -6.24 -0.20 0.107
H 2.87 1.17 3.69 0.119
H 0.26 4.28 -1.61 0.080
N 3.72 -5.93 -1.88 0.074
C 2.15 1.22 4.50 -0.209
H -1.18 -2.23 5.87 0.085
H 1.99 -5.01 -2.81 0.121
H 3.97 0.04 -0.27 0.087
H -1.17 -6.43 -1.69 0.127
H -3.73 -3.42 -0.83 0.093
C 4.59 -1.76 -1.26 -0.163
H -1.47 -1.76 4.18 0.068
H -1.22 3.39 -3.45 0.114
H -2.00 10.40 -3.67 0.083
C -0.51 -1.25 -4.34 -0.047
C 0.48 3.33 -2.10 -0.055
H 6.03 -6.08 -3.59 0.128
H -3.54 -2.14 -2.00 0.093
F 2.94 -3.42 -1.09 0.059
C -3.18 -1.54 5.47 -0.209
C 0.32 -5.09 -0.78 -0.154
C -0.42 1.02 -3.90 -0.607
H -1.69 1.37 1.45 0.105
C -0.82 9.09 -2.43 -0.211
C -3.44 -0.08 7.29 -0.605
H -3.70 -0.80 4.87 0.123
O 0.25 2.13 -4.21 0.043
H 0.00 8.39 -2.51 0.121
C -1.29 0.36 1.48 -0.031
N 5.07 -5.78 -3.80 0.165
C -3.64 1.21 9.21 -0.039
C 4.27 -3.26 -1.20 -0.332
H -4.02 1.10 10.22 0.094
H -4.65 5.23 -1.57 0.095
H -0.59 0.20 0.66 0.088
H 5.19 -5.08 -4.53 0.113
C -2.55 -3.93 -2.50 -0.571
C -0.14 3.31 -3.49 -0.200
O -3.37 6.80 -1.76 0.010
H -2.60 1.55 9.25 0.098
H 4.04 -6.88 -1.96 0.153
C 3.68 -1.01 -0.32 -0.079
N 4.78 -3.96 -2.37 0.214
H 2.56 0.66 5.34 0.123
O 0.94 0.54 4.14 0.032
H -1.27 -0.53 5.44 0.068
C 1.87 2.65 4.92 -0.059
H 5.42 -3.46 -2.99 0.180
O -1.32 0.93 -3.10 0.115
H 2.78 3.12 5.28 0.082
H 2.65 -1.00 -0.65 0.075
H -0.53 9.86 -1.71 0.123
O -3.19 0.89 6.61 0.121
C 2.25 -5.93 -2.30 -0.109
O -1.97 8.45 -1.86 0.041
```

Properties
Orbital gap   7.922 eV
E   -63668.132 eV
Net charge   +1
LUMO level   -4.04 eV

Record 5
Entry from OMol25: the ion C16H19BCl3O4 with charge -1 in a non-equilibrium geometry (wB97M-V/def2-TZVPD).

```
43
Properties=species:S:1:pos:R:3:lowdin_charge:R:1
O -1.60 0.88 -0.89 -0.018
H -2.04 -2.77 2.66 0.097
B 3.23 -0.50 1.74 -1.859
C -3.93 1.09 -0.75 -0.073
O 2.06 2.18 -1.55 0.115
H 1.87 -2.38 -1.26 0.120
H -4.05 0.64 -1.73 0.078
C 0.72 0.34 -0.70 -0.182
O 2.07 -0.76 0.96 -0.149
C -0.51 -1.46 1.89 -0.015
Cl 4.54 0.46 0.71 0.456
H -2.52 2.35 0.29 0.113
H -0.32 -1.55 -0.58 0.113
C 1.93 0.99 -1.46 -0.299
H -2.84 1.48 2.96 0.103
H 1.56 -0.54 -3.70 0.115
C 2.90 0.03 -2.15 -0.134
H -4.76 1.78 -0.57 0.076
C -1.75 -1.73 2.49 -0.079
C 2.17 -1.04 -2.94 -0.200
O -0.25 2.58 -0.33 0.110
Cl 3.94 -2.13 2.26 0.459
H -0.54 -0.70 -2.11 0.124
C -0.97 0.90 2.06 -0.043
H -2.56 2.61 -1.48 0.132
C -2.20 0.64 2.66 -0.089
H 0.75 -2.62 -2.60 0.106
C -2.65 1.86 -0.68 -0.225
C 0.21 -0.97 -1.35 -0.090
H -0.61 1.93 1.93 0.127
C -0.17 -0.14 1.61 -0.145
H 3.56 0.63 -2.79 0.122
H -3.58 -0.89 3.31 0.094
Cl 2.84 0.60 3.24 0.453
C -0.38 1.41 -0.65 -0.429
C 1.09 0.19 0.78 -0.304
H -3.97 0.31 0.02 0.076
H 2.89 -1.68 -3.47 0.109
H 3.54 -0.41 -1.37 0.067
H 0.18 -2.26 1.60 0.128
C 1.27 -1.85 -2.02 -0.182
H 1.46 1.19 1.09 0.132
C -2.60 -0.68 2.85 -0.108
```

Properties
Orbital gap   8.923 eV
E   -63341.496 eV
Net charge   -1
LUMO level   2.75 eV

Record 6
Entry from OMol25: the molecule C4H10N2O2 in a non-equilibrium geometry (wB97M-V/def2-TZVPD).

```
18
Properties=species:S:1:pos:R:3:lowdin_charge:R:1
C 1.75 0.69 -0.38 -0.070
H 1.74 -1.88 -1.22 0.087
H 1.44 1.51 0.26 0.079
O -0.87 1.75 -0.11 -0.001
H -3.07 0.35 1.42 0.088
H 0.05 -1.86 -1.72 0.085
H 2.15 1.10 -1.31 0.088
C 0.93 -1.25 -1.60 -0.073
O -0.06 -1.59 1.01 0.081
C -2.04 0.29 1.78 -0.033
H 2.54 0.12 0.14 0.092
H -1.88 1.10 2.49 0.092
H -1.39 1.50 -0.89 0.096
N -1.12 0.39 0.68 -0.049
N 0.62 -0.16 -0.70 -0.205
H 1.24 -0.83 -2.55 0.084
C -0.19 -0.54 0.41 -0.536
H -1.85 -0.67 2.28 0.096
```

Properties
SMILES string   CN(C)C(=O)N(C)O
Orbital gap   9.290 eV
E   -11382.999 eV
LUMO level   0.65 eV

What is the formula in the second record?
C5H7ClOS

Among the records above, which one has the highest E?
C6H12O

Which formula does entry 5 have?
C16H19BCl3O4

Copy entry 3 word for word.
Entry from OMol25: the molecule C6H12O (wB97M-V/def2-TZVPD).

```
19
Properties=species:S:1:pos:R:3:lowdin_charge:R:1
H 1.45 0.10 -1.52 0.117
H 1.72 1.54 -0.54 0.118
H 3.59 -0.14 -0.24 0.070
H 2.41 -1.33 0.33 0.073
H 0.21 0.61 1.21 0.156
H 2.71 0.13 1.28 0.074
H -1.12 2.00 -0.27 0.116
H -2.72 0.60 0.83 0.106
C 1.51 0.46 -0.49 -0.209
C 2.63 -0.26 0.26 -0.103
O -0.19 -1.12 0.11 -0.114
C -1.03 0.94 -0.52 -0.138
H -1.95 -2.12 -0.12 0.120
H -2.97 -0.04 -0.79 0.102
C -2.22 0.10 -0.01 -0.150
C -1.57 -1.23 0.42 -0.187
H -1.71 -1.39 1.50 0.116
C 0.15 0.26 0.16 -0.387
H -0.92 0.86 -1.61 0.119
```

Properties
SMILES string   CC[C@H]1CCCO1
Orbital gap   10.870 eV
E   -8463.971 eV
LUMO level   1.20 eV